Record 1
DFT (ωB97M-V/def2-TZVPD) results for the ion C2H3O2 with charge +1 in a non-equilibrium geometry.

Output
Charge: +1
Largest force on an atom in hartree/bohr: 0.080
Frontier orbital gap in hartree: 0.472

Atoms and positions in Å:
C (1.049, 0.266, 0.012)
C (-0.732, -0.225, -0.046)
O (-0.081, 1.023, -0.072)
O (0.515, -0.890, -0.082)
H (2.167, 0.428, 0.116)
H (-1.371, -0.289, 0.817)
H (-1.547, -0.313, -0.745)

Here are the natural (NBO) charges for atoms 1 to 5, given in e:
1 C 0.6741
2 C 0.1829
3 O -0.3376
4 O -0.3199
5 H 0.2934


Record 2
DFT (ωB97M-V/def2-TZVPD) results for a cluster of 2 separate species, C2H3O2S in total in a non-equilibrium geometry.

Output
Charge: -1
Largest force on an atom in hartree/bohr: 0.066
Frontier orbital gap (alpha / beta) in hartree: 0.215 / 0.192

Atoms and positions in Å:
C (-1.461, 0.420, -0.044)
C (1.165, 0.229, -0.025)
O (-1.856, 1.520, 0.068)
O (1.140, -1.136, 0.012)
S (-1.825, -1.134, 0.014)
H (1.069, 0.873, 0.883)
H (1.528, 0.698, -0.877)
H (0.239, -1.470, -0.030)

Here are the natural (NBO) charges for atoms 1 to 5, given in e:
1 C 0.2893
2 C -0.2848
3 O -0.6113
4 O -0.7820
5 S -0.3262


Record 3
DFT (ωB97M-V/def2-TZVPD) results for the ion C2H3O2S2 with charge -1 in a non-equilibrium geometry.

Output
Charge: -1
Largest force on an atom in hartree/bohr: 0.104
SMILES string: [O-][C@]1(O)S[C@H]1S
Frontier orbital gap in hartree: 0.246

Atoms and positions in Å:
O (0.822, -1.455, 1.087)
C (0.420, -0.416, 0.532)
O (0.520, 0.933, 1.261)
S (-1.690, -0.348, 0.185)
C (-0.248, -0.571, -0.808)
S (0.152, 0.771, -2.009)
H (0.253, 0.880, 2.137)
H (0.002, -1.512, -1.218)
H (-0.233, 1.717, -1.166)

Here are the natural (NBO) charges for atoms 1 to 5, given in e:
1 O -0.6930
2 C 0.6863
3 O -0.7891
4 S -0.3893
5 C -0.5308